The following is a DFT calculation (wB97M-V/def2-TZVPD) of 9 unconnected molecules or ions with the total composition C27H63N9O9 in a non-equilibrium geometry.

Values from the calculation:
- frontier orbital gap (eV) = 9.5
- HOMO energy (eV) = -9.41
- net charge = 0
- LUMO energy (eV) = 0.08
- SMILES = CNC(C)=O.CNC(C)=O.CNC(C)=O.CNC(C)=O.CNC(C)=O.CNC(C)=O.CNC(C)=O.CNC(C)=O.CNC(C)=O
- energy (eV) = -60862.8041
- F_max (eV Å⁻¹) = 1.39

Structure (XYZ):
```
108
Properties=species:S:1:pos:R:3:mulliken_charge:R:1
C -5.362 0.310 -0.735 0.034
C -5.850 -0.859 -1.562 0.448
O -6.958 -1.334 -1.395 -0.669
N -5.034 -1.240 -2.579 0.043
C -5.399 -2.190 -3.603 -1.096
H -5.934 1.194 -1.009 0.150
H -4.289 0.457 -0.880 -0.395
H -5.547 0.110 0.319 0.323
H -4.198 -0.691 -2.693 0.110
H -5.152 -3.198 -3.275 0.269
H -4.849 -1.953 -4.512 0.392
H -6.450 -2.050 -3.847 0.340
C 4.041 -2.190 -0.126 0.132
C 4.796 -2.768 -1.299 0.580
O 4.547 -2.454 -2.447 -0.673
N 5.915 -3.483 -0.958 -0.201
C 6.942 -3.803 -1.907 -0.939
H 4.411 -2.529 0.844 0.388
H 2.960 -2.244 -0.228 -0.615
H 4.287 -1.122 -0.076 0.084
H 5.985 -3.727 0.015 0.235
H 7.832 -3.209 -1.701 0.280
H 6.574 -3.473 -2.882 0.311
H 7.124 -4.866 -2.052 0.350
C 1.298 0.420 0.538 0.154
C -0.070 0.609 1.127 0.409
O -0.379 1.665 1.671 -0.762
N -0.996 -0.347 0.874 0.817
C -2.283 -0.298 1.535 -1.094
H 1.354 0.961 -0.412 0.176
H 1.462 -0.596 0.164 -0.431
H 2.059 0.716 1.251 0.224
H -0.648 -1.194 0.436 -0.004
H -2.899 -1.142 1.245 0.340
H -2.698 0.695 1.387 0.203
H -2.097 -0.426 2.608 0.391
C 9.005 -1.118 1.654 -0.793
C 8.005 -0.035 2.061 0.626
O 8.230 0.733 2.965 -0.617
N 6.795 -0.102 1.417 -0.066
C 5.710 0.797 1.718 -0.979
H 8.687 -1.636 0.751 0.118
H 9.071 -1.830 2.474 0.248
H 9.965 -0.615 1.570 0.317
H 6.780 -0.587 0.534 0.202
H 5.971 1.397 2.589 0.399
H 4.760 0.290 1.862 0.212
H 5.591 1.579 0.956 0.338
C 1.127 -4.197 -1.813 -1.022
C 0.022 -3.594 -0.996 0.291
O 0.279 -2.696 -0.188 -0.637
N -1.235 -4.011 -1.252 -0.222
C -2.413 -3.247 -0.840 -0.656
H 1.565 -3.412 -2.429 0.335
H 0.764 -4.986 -2.468 0.476
H 1.901 -4.520 -1.120 0.123
H -1.316 -4.564 -2.088 0.293
H -2.573 -3.378 0.233 0.261
H -3.256 -3.714 -1.340 0.430
H -2.296 -2.177 -1.004 -0.048
C 2.078 -3.546 2.345 -0.252
C 1.300 -4.098 3.514 0.227
O 1.317 -3.536 4.590 -0.652
N 0.541 -5.204 3.293 -0.139
C 0.522 -6.039 2.115 -0.703
H 2.386 -4.218 1.544 0.341
H 2.978 -3.088 2.754 0.303
H 1.500 -2.741 1.889 -0.088
H -0.084 -5.475 4.034 0.261
H -0.213 -6.831 2.250 0.343
H 1.512 -6.458 1.934 0.295
H 0.163 -5.551 1.199 0.094
C 1.640 4.272 -0.388 -0.653
C 1.584 5.656 0.241 0.472
O 1.643 5.829 1.440 -0.612
N 1.348 6.686 -0.630 -0.186
C 1.371 8.044 -0.155 -0.830
H 1.928 3.605 0.421 0.217
H 2.437 4.265 -1.137 0.407
H 0.707 3.945 -0.836 0.072
H 1.494 6.505 -1.607 0.265
H 1.186 8.721 -0.992 0.345
H 2.329 8.351 0.268 0.277
H 0.579 8.205 0.574 0.247
C -4.993 2.461 3.650 -0.930
C -6.028 2.613 2.560 0.786
O -6.840 1.744 2.322 -0.597
N -5.992 3.792 1.854 -0.245
C -6.603 3.917 0.548 -0.824
H -4.155 1.880 3.281 0.098
H -5.499 2.058 4.524 0.312
H -4.666 3.449 3.991 0.368
H -5.117 4.289 1.906 0.272
H -7.321 4.736 0.464 0.342
H -7.167 3.044 0.219 0.324
H -5.842 4.054 -0.226 0.144
C -1.860 1.787 -2.131 -0.946
C -2.995 2.360 -2.950 0.690
O -3.502 1.759 -3.880 -0.652
N -3.296 3.650 -2.644 -0.175
C -4.380 4.358 -3.274 -0.924
H -1.810 0.710 -2.289 0.114
H -2.128 1.858 -1.072 0.179
H -0.914 2.267 -2.361 0.552
H -2.749 4.146 -1.962 0.216
H -4.040 5.152 -3.942 0.324
H -4.994 4.852 -2.515 0.282
H -4.994 3.641 -3.809 0.306
```